(1)
ORCA calculation (the ωB97M-V functional and the def2-TZVPD basis) on a cluster of 19 separate species, ClH36O22 in total in a non-equilibrium geometry.

## Properties
Lowest unoccupied orbital energy = 1.878 eV
Charge = -1
Kohn-Sham gap = 9.35 eV
ΔE to the lowest compared entry with this formula, charge and spin = 0.0 kJ/mol

Geometry (Å):
Cl  -0.946  1.814  -2.141
O  -0.249  1.750  -0.849
O  -2.336  2.405  -1.925
O  -0.186  2.606  -3.102
O  -1.074  0.410  -2.695
O  1.902  3.379  0.396
H  1.515  2.690  0.952
H  1.199  3.861  -0.022
O  -4.760  2.247  -2.659
H  -3.824  2.338  -2.594
H  -4.868  2.455  -3.595
O  -1.034  4.444  0.326
H  -1.280  3.573  0.617
H  -1.078  4.470  -0.630
O  -3.675  0.411  -0.520
H  -3.939  -0.447  -0.882
H  -3.130  0.785  -1.194
O  2.737  0.506  -0.940
H  1.978  0.528  -0.396
H  2.413  0.207  -1.770
O  0.078  -1.854  -1.272
H  -0.793  -2.248  -1.325
H  0.515  -2.479  -0.678
O  -1.490  -1.658  -4.128
H  -0.914  -1.738  -4.887
H  -1.198  -0.872  -3.725
O  0.740  1.410  1.759
H  0.874  1.794  2.628
H  -0.174  1.507  1.613
O  -2.193  2.086  1.569
H  -2.208  1.183  1.274
H  -2.966  2.499  1.191
O  1.627  -0.872  -3.202
H  0.814  -0.948  -2.632
H  1.319  -0.324  -3.944
O  -2.648  3.935  -4.659
H  -3.542  4.129  -4.832
H  -2.484  4.299  -3.821
O  -1.607  -0.760  0.645
H  -2.370  -0.533  0.129
H  -0.939  -0.926  -0.017
O  -2.200  1.325  -5.393
H  -1.341  1.118  -5.160
H  -2.280  2.241  -5.207
O  2.440  3.038  -2.530
H  2.333  2.593  -1.715
H  1.648  3.559  -2.710
O  -4.289  -0.162  -4.047
H  -3.433  0.201  -4.336
H  -4.579  0.547  -3.516
O  -1.575  5.224  -2.448
H  -1.648  6.171  -2.510
H  -0.627  5.173  -2.485
O  -0.263  3.960  -6.017
H  0.473  4.413  -5.546
H  -1.053  4.103  -5.489
O  0.688  0.992  -5.092
H  0.711  1.800  -4.553
H  1.499  1.047  -5.562


(2)
ORCA calculation (the ωB97M-V functional and the def2-TZVPD basis) on the ion C6H11N2O with charge +1 in a non-equilibrium geometry.

## Properties
Lowest unoccupied orbital energy (spin up / spin down) = -7.690 / -7.706 eV
Charge = +1
Kohn-Sham gap (spin up / spin down) = 4.98 / 4.95 eV
ΔE to the lowest compared entry with this formula, charge and spin = 713.2 kJ/mol

Geometry (Å):
C  -0.841  1.854  0.789
C  -0.741  -1.371  -0.076
C  0.736  -1.543  -0.404
C  -1.301  -0.091  -0.701
C  0.816  1.003  -0.647
C  1.495  -0.135  0.044
N  1.310  -0.026  1.376
N  -0.582  1.104  -0.201
O  -2.070  1.996  1.256
H  -1.351  -2.177  -0.582
H  -0.777  -1.338  1.022
H  1.267  -2.286  0.252
H  0.797  -1.657  -1.502
H  -0.954  -0.078  -1.679
H  -2.424  -0.030  -0.502
H  1.317  1.848  -0.329
H  0.749  0.906  -1.810
H  2.625  -0.357  -0.395
H  1.994  -0.246  2.068
H  -2.066  2.623  2.019


(3)
ORCA calculation (the ωB97M-V functional and the def2-TZVPD basis) on a structure of composition C12H28B3ClO4 in a non-equilibrium geometry.

## Properties
Lowest unoccupied orbital energy = 0.470 eV
Kohn-Sham gap = 10.89 eV

Geometry (Å):
C  -1.510  1.504  4.381
C  -2.748  1.612  3.511
O  -2.488  1.604  2.102
B  -1.517  0.749  1.693
O  -0.473  1.250  0.938
B  0.707  0.601  1.232
C  2.004  1.290  1.745
O  0.673  -0.798  1.134
B  -0.336  -1.247  1.966
C  -0.028  -2.465  2.922
C  -0.914  -3.673  2.666
C  -2.402  -3.420  2.916
Cl  -0.362  -4.980  3.823
O  -1.559  -0.605  1.983
H  -0.705  2.147  4.035
H  -1.775  1.859  5.374
H  -1.173  0.480  4.515
H  -3.223  2.565  3.725
H  -3.473  0.851  3.794
H  2.874  1.027  1.152
H  1.912  2.364  1.857
H  2.204  0.886  2.740
H  1.000  -2.773  2.767
H  -0.119  -2.180  3.970
H  -0.713  -4.092  1.689
H  -2.817  -4.268  3.443
H  -2.514  -2.541  3.539
H  -2.925  -3.279  1.976
C  1.043  -0.601  -5.889
C  0.856  0.847  -5.444
C  1.953  1.338  -4.500
C  2.047  0.579  -3.175
C  0.764  0.579  -2.343
C  0.321  1.974  -1.909
H  1.020  -1.290  -5.044
H  0.249  -0.899  -6.576
H  1.997  -0.728  -6.405
H  -0.125  0.963  -4.975
H  0.849  1.490  -6.328
H  1.800  2.402  -4.303
H  2.919  1.265  -5.011
H  2.854  1.020  -2.581
H  2.347  -0.455  -3.365
H  0.934  -0.035  -1.455
H  -0.045  0.093  -2.894
H  1.096  2.462  -1.313
H  -0.580  1.920  -1.308
H  0.102  2.609  -2.770


(4)
ORCA calculation (the ωB97M-V functional and the def2-TZVPD basis) on a structure of composition C2H2BrCl2NO in a non-equilibrium geometry.

## Properties
Lowest unoccupied orbital energy = 0.209 eV
Kohn-Sham gap = 10.53 eV
ΔE to the lowest compared entry with this formula, charge and spin = 28.9 kJ/mol

Geometry (Å):
C  1.151  0.053  -1.673
C  -0.875  0.413  1.491
N  1.528  -1.065  -1.736
O  0.925  1.146  -1.416
Cl  -0.689  0.740  3.237
Cl  -2.331  1.232  0.751
Br  -1.209  -1.426  0.889
H  -0.101  0.816  0.818
H  1.601  -1.908  -2.361